{"formula": "C31H75BN3O20", "method": "ωB97M-V with the def2-TZVPD basis set", "symbols": ["O", "C", "O", "B", "O", "C", "O", "O", "C", "O", "C", "O", "O", "C", "C", "C", "C", "C", "C", "N", "O", "C", "C", "C", "H", "H", "H", "H", "H", "H", "H", "H", "H", "H", "H", "H", "H", "H", "H", "H", "H", "H", "H", "C", "C", "C", "C", "C", "C", "N", "O", "C", "C", "C", "H", "H", "H", "H", "H", "H", "H", "H", "H", "H", "H", "H", "H", "H", "H", "H", "H", "H", "H", "C", "C", "C", "C", "C", "C", "N", "O", "C", "C", "C", "H", "H", "H", "H", "H", "H", "H", "H", "H", "H", "H", "H", "H", "H", "H", "H", "H", "H", "H", "O", "H", "H", "O", "H", "H", "O", "H", "H", "O", "H", "H", "O", "H", "H", "O", "H", "H", "O", "H", "H", "O", "H", "H", "O", "H", "H"], "positions_angstrom": [[-3.985, 9.643, -26.699], [-3.006, 9.987, -26.013], [-3.025, 10.364, -24.767], [-1.727, 10.960, -24.410], [-0.799, 10.428, -25.387], [-1.523, 10.010, -26.448], [-1.187, 9.566, -27.555], [-1.302, 10.585, -23.039], [-1.074, 11.621, -22.235], [-0.732, 11.588, -21.053], [-1.304, 12.921, -23.142], [-1.699, 12.421, -24.371], [-1.296, 14.083, -22.856], [-9.356, 7.891, -24.639], [-7.852, 7.439, -24.412], [-7.778, 5.997, -23.802], [-8.214, 4.957, -24.803], [-7.267, 4.991, -25.948], [-7.189, 6.401, -26.676], [-7.053, 7.484, -25.679], [-7.113, 8.706, -26.245], [-6.004, 6.301, -27.582], [-8.437, 6.513, -27.618], [-7.240, 8.364, -23.351], [-9.265, 8.917, -24.997], [-9.778, 7.920, -23.635], [-9.976, 7.354, -25.357], [-6.706, 5.846, -23.673], [-8.235, 5.903, -22.817], [-9.236, 4.923, -25.182], [-8.042, 4.008, -24.295], [-7.626, 4.215, -26.625], [-6.276, 4.771, -25.551], [-5.181, 6.000, -26.934], [-6.153, 5.571, -28.377], [-5.673, 7.264, -27.970], [-9.392, 6.312, -27.133], [-8.498, 7.371, -28.287], [-8.358, 5.745, -28.387], [-7.595, 8.010, -22.383], [-7.625, 9.377, -23.467], [-6.152, 8.364, -23.416], [-6.196, 8.932, -26.074], [-1.728, 7.602, -23.100], [-2.462, 6.181, -22.986], [-1.199, 5.174, -23.048], [-1.522, 3.745, -22.493], [-2.219, 3.901, -21.136], [-3.426, 4.973, -20.936], [-3.027, 6.168, -21.639], [-3.928, 7.246, -21.496], [-4.764, 4.414, -21.417], [-3.496, 5.223, -19.402], [-3.497, 5.962, -24.081], [-0.948, 7.554, -23.860], [-1.149, 7.813, -22.201], [-2.408, 8.438, -23.265], [-0.909, 5.017, -24.087], [-0.343, 5.547, -22.486], [-0.524, 3.332, -22.350], [-2.104, 3.147, -23.194], [-1.491, 4.124, -20.356], [-2.572, 2.898, -20.894], [-4.599, 3.579, -22.097], [-5.315, 3.974, -20.586], [-5.462, 5.111, -21.882], [-4.346, 5.882, -19.223], [-3.737, 4.349, -18.798], [-2.633, 5.720, -18.958], [-4.323, 6.670, -24.018], [-3.977, 4.986, -24.149], [-3.018, 6.165, -25.039], [-3.423, 7.798, -20.895], [0.983, 11.327, -30.382], [0.808, 12.856, -30.348], [0.459, 13.307, -31.804], [0.077, 14.715, -31.952], [-1.129, 14.984, -31.001], [-0.868, 14.668, -29.526], [-0.248, 13.219, -29.393], [-0.203, 12.613, -28.114], [0.089, 15.738, -29.024], [-2.322, 14.781, -28.897], [2.121, 13.418, -29.811], [0.048, 10.840, -30.659], [1.278, 10.937, -29.408], [1.738, 10.994, -31.094], [1.336, 13.116, -32.423], [-0.330, 12.703, -32.252], [-0.124, 14.911, -33.005], [0.916, 15.365, -31.706], [-2.021, 14.484, -31.379], [-1.349, 16.050, -31.068], [0.904, 15.967, -29.711], [-0.472, 16.670, -28.959], [0.374, 15.430, -28.018], [-2.775, 15.760, -29.048], [-3.027, 14.006, -29.198], [-2.172, 14.746, -27.818], [2.179, 13.283, -28.731], [2.321, 14.469, -30.020], [2.985, 12.918, -30.248], [-0.975, 12.044, -28.163], [0.053, 11.757, -18.377], [0.146, 12.708, -18.327], [-0.421, 11.605, -19.194], [0.649, 15.092, -20.946], [0.327, 14.868, -20.073], [0.276, 14.422, -21.518], [-0.198, 17.336, -22.263], [0.530, 17.486, -22.866], [0.015, 16.507, -21.832], [-3.020, 7.146, -28.431], [-3.562, 7.886, -28.156], [-2.657, 6.799, -27.616], [0.929, 8.300, -28.901], [0.409, 8.859, -28.324], [0.296, 7.942, -29.523], [2.316, 9.782, -26.898], [1.793, 9.619, -27.683], [2.729, 8.940, -26.706], [1.601, 12.637, -25.344], [1.028, 12.386, -26.068], [1.715, 11.833, -24.838], [-3.173, 15.272, -24.408], [-2.513, 15.068, -23.745], [-4.008, 15.199, -23.946], [-0.363, 15.640, -25.602], [-0.581, 15.419, -24.697], [-0.928, 15.074, -26.129]], "lowdin_spin": [0.160, 0.210, 0.077, 0.012, 0.079, 0.241, 0.202, 0.002, 0.000, 0.000, 0.000, 0.004, 0.000, 0.000, 0.000, 0.000, 0.000, 0.000, 0.000, 0.000, 0.000, 0.001, 0.000, 0.000, 0.000, 0.000, 0.000, 0.000, 0.000, 0.000, 0.000, 0.000, 0.000, 0.000, 0.000, 0.000, 0.000, 0.000, 0.000, 0.000, 0.000, 0.000, 0.000, 0.001, 0.000, 0.000, 0.000, 0.000, 0.000, 0.000, 0.000, 0.000, 0.000, 0.000, 0.001, 0.000, 0.000, 0.000, 0.000, 0.000, 0.000, 0.000, 0.000, 0.000, 0.000, 0.000, 0.000, 0.000, 0.000, 0.000, 0.000, 0.000, 0.000, 0.000, 0.000, 0.000, 0.000, 0.000, 0.000, 0.000, 0.001, 0.000, 0.000, 0.000, 0.000, 0.000, 0.000, 0.000, 0.000, 0.000, 0.000, 0.000, 0.000, 0.000, 0.000, 0.000, 0.000, 0.000, 0.000, 0.000, 0.000, 0.000, 0.002, 0.000, 0.000, 0.000, 0.000, 0.000, 0.000, 0.000, 0.000, 0.000, 0.000, 0.000, 0.000, 0.001, 0.000, 0.000, 0.000, 0.000, 0.000, 0.000, 0.000, 0.000, 0.000, 0.000, 0.000, 0.000, 0.000, 0.000], "spin_multiplicity": 2, "lumo_ev": [3.72, 3.72], "total_charge": -2, "e_tot_ev": -79462.757, "s_squared": 0.75, "e_homo_ev": [0.8, -3.2]}